Entry 1:
Computed, not measured: a molecular structure, C45H44BiN6O5Si, with the ωB97M-V functional and the def2-TZVPD basis.

```
102
Properties=species:S:1:pos:R:3:forces:R:3:lowdin_charge:R:1
Bi -0.170311 -0.207974 -0.148540 -0.12 0.40 0.71 1.867
Si -0.273277 -3.241537 1.761234 0.15 -0.54 0.30 0.497
O -0.092430 4.845172 -0.551636 0.28 0.08 -0.13 0.159
O -4.236173 0.123420 2.495330 -0.19 0.02 0.23 0.154
O -2.702609 -0.427376 0.968410 0.02 0.28 0.15 0.013
O 0.598172 2.781684 -0.187378 0.03 0.00 -0.08 0.058
O -0.008186 -2.039526 0.704913 -0.22 -0.05 -0.13 -0.518
N -1.829277 2.170339 0.940364 0.15 -0.23 -0.08 0.134
N -2.360457 -2.680174 -3.114745 0.21 -0.58 0.27 0.121
N 1.882461 -0.295575 -1.353402 0.22 -0.06 0.07 -0.024
N -0.883977 -1.181315 -1.928485 -0.40 -0.57 -0.83 -0.096
N 1.817529 -0.094048 1.317920 0.11 0.24 -0.08 -0.028
N -4.180514 -2.764179 -4.773176 0.06 0.00 0.07 0.123
C -3.330715 -2.688928 -3.995357 -0.17 0.28 -0.14 -0.351
C 5.887592 1.667080 3.450944 -0.02 -0.09 0.05 -0.031
C -0.612048 -7.236277 0.668387 -0.01 -0.07 0.00 -0.080
C -0.637564 -4.820976 0.822546 0.01 0.19 0.10 -0.235
C 5.359082 0.005961 -5.091224 -0.02 -0.01 0.12 -0.056
C -1.649283 -1.885222 -2.507209 -0.04 0.53 -0.22 -0.319
C -1.664161 -2.919123 2.997508 0.17 0.01 -0.16 -0.225
C -2.472843 -1.855236 5.026900 -0.03 0.08 0.01 -0.086
C -2.837583 -3.674185 2.965654 0.00 0.03 -0.12 -0.077
C 2.782456 0.015691 3.486680 0.02 -0.02 -0.03 0.033
C 6.340527 -0.808749 3.459881 -0.09 0.02 0.04 -0.029
C -1.963459 4.416238 1.713146 0.00 -0.06 -0.06 0.021
C 2.512193 -3.971194 4.812844 0.06 0.00 0.00 -0.078
C -1.235848 -7.172771 -0.570355 0.00 0.05 0.04 -0.080
C -3.235316 0.397074 1.680346 0.09 -0.45 -0.24 -0.456
C -3.818605 -3.521528 3.937287 -0.06 0.05 0.09 -0.080
C 3.060578 -0.148494 -0.714493 0.16 0.05 -0.34 -0.171
C 3.029996 -0.071353 0.764318 0.10 0.06 0.40 -0.192
C -3.461456 2.758955 2.572644 0.06 -0.05 -0.03 0.040
C 3.724329 -3.763520 2.751331 0.07 -0.02 -0.06 -0.093
C -2.831832 1.841966 1.736422 -0.16 0.24 0.13 -0.167
C -0.211904 3.644910 0.013145 -0.14 -0.04 0.11 -0.465
C 1.878974 -0.377261 -2.685037 0.08 -0.01 -0.02 -0.091
C 1.325449 -3.723159 4.134539 -0.03 0.05 -0.02 -0.089
C 6.277679 1.287233 -3.160420 -0.09 -0.04 -0.02 -0.034
C 4.164919 0.029256 1.553266 -0.02 -0.02 -0.04 0.063
C -0.317630 -6.069914 1.358206 0.02 0.04 0.06 -0.087
C 4.242416 -0.064554 -1.428567 -0.03 0.00 0.08 0.061
C 3.029074 -0.310111 -3.446753 0.06 0.03 0.07 0.034
C 5.002622 0.227292 5.287002 0.00 -0.04 -0.11 -0.054
C 3.715203 -3.990363 4.121292 -0.04 0.01 0.08 -0.093
C 4.061061 0.088141 2.943983 -0.07 -0.01 -0.04 -0.132
C -1.506992 -2.004411 4.042640 -0.01 0.09 -0.06 -0.123
C -3.634304 -2.617199 4.975518 0.02 0.01 -0.03 -0.088
C -1.564092 -5.939574 -1.115770 -0.06 -0.06 -0.10 -0.075
C -1.264730 -4.777332 -0.422346 0.04 0.05 0.08 -0.090
C 1.695617 -0.057834 2.636585 0.04 -0.05 0.02 -0.103
C 4.257576 -0.131524 -2.820820 -0.13 -0.01 -0.02 -0.129
C 5.568770 -0.012802 -3.575271 0.19 0.00 -0.06 -0.555
C 6.454407 -1.217025 -3.213087 -0.05 0.03 -0.02 -0.031
C 1.313049 -3.483531 2.758679 -0.19 -0.01 -0.01 -0.228
C -3.008077 4.068129 2.557103 -0.05 -0.01 -0.01 -0.010
C 5.309779 0.280566 3.789560 0.09 0.07 0.02 -0.551
C 2.536021 -3.517173 2.083137 -0.07 0.12 -0.11 -0.098
C -1.400112 3.421760 0.919467 -0.08 0.13 0.13 -0.177
H 0.681634 -0.093076 3.023249 0.06 0.00 0.01 0.105
H -0.354454 -8.198382 1.093063 0.00 0.01 0.01 0.104
H 2.948019 -0.392859 -4.519539 -0.03 0.02 0.00 0.116
H 5.922215 0.394097 5.847468 0.00 -0.02 0.01 0.092
H 6.533355 1.291636 -2.100547 0.00 0.03 0.00 0.078
H 4.967697 -0.947787 -5.448738 -0.04 0.03 -0.05 0.092
H 2.496485 -4.168600 5.877350 0.00 0.02 0.01 0.105
H 5.145991 2.448490 3.625132 0.02 0.02 0.01 0.094
H -4.428583 -0.830519 2.494977 0.14 -0.02 -0.08 0.145
H 5.954567 -2.156067 -3.455668 0.02 -0.01 0.00 0.096
H -4.382433 -2.516304 5.751511 -0.01 -0.01 -0.01 0.106
H 6.709022 -1.227628 -2.152189 0.00 -0.01 0.00 0.082
H -2.317705 -1.162361 5.845023 0.00 0.02 -0.02 0.105
H 6.680042 -0.752396 2.425306 0.01 -0.02 -0.01 0.080
H 2.620808 0.013191 4.553871 -0.02 0.03 0.00 0.115
H 2.547925 -3.351428 1.009317 0.05 -0.03 0.01 0.106
H 4.684166 0.808797 -5.392211 0.00 -0.01 -0.04 0.092
H -4.269432 2.445300 3.216385 -0.01 0.01 0.00 0.129
H -0.850108 5.420108 -0.398345 -0.13 -0.04 0.07 0.118
H -1.467550 -8.082552 -1.108796 0.01 0.00 0.00 0.105
H 0.393465 -3.716521 4.687461 0.02 -0.05 0.02 0.096
H 5.650304 2.155281 -3.369651 0.02 0.02 0.01 0.097
H 6.206881 1.724261 2.409524 0.00 0.02 0.00 0.082
H 7.204356 1.391041 -3.724992 0.01 0.00 0.01 0.093
H 5.173837 0.065268 -0.898936 -0.02 -0.01 0.01 0.109
H 5.143120 0.070648 1.098328 -0.01 -0.02 -0.01 0.109
H -2.983221 -4.396876 2.170840 0.00 -0.03 0.03 0.105
H -0.597493 -1.411330 4.097510 -0.05 -0.07 0.10 0.083
H -2.053882 -5.888370 -2.080348 0.01 0.04 0.01 0.104
H 0.912494 -0.510691 -3.145700 -0.05 -0.02 -0.03 0.093
H 4.294290 1.003461 5.580359 0.00 -0.01 0.03 0.088
H -1.516768 -3.815399 -0.846133 -0.04 0.00 -0.08 0.066
H -4.715353 -4.127060 3.904553 0.00 -0.01 -0.03 0.107
H 4.605108 -0.749051 5.571941 -0.03 0.02 0.04 0.090
H 7.213027 -0.692236 4.103327 0.02 0.01 -0.02 0.094
H 7.382976 -1.167143 -3.782668 0.01 -0.01 0.02 0.094
H -3.466879 4.808231 3.198432 0.03 0.02 -0.01 0.124
H 6.315766 0.177287 -5.583544 0.01 -0.03 -0.01 0.092
H 0.170795 -6.130525 2.325629 0.02 -0.03 -0.02 0.104
H 4.655952 -3.806904 2.199399 0.01 0.03 0.01 0.104
H 4.637303 -4.201603 4.648652 0.01 0.00 -0.02 0.104
H 6.753162 1.866616 4.083870 0.01 0.01 -0.02 0.093
H 5.916785 -1.799086 3.632896 0.02 -0.02 -0.01 0.076
H -1.586607 5.430924 1.702142 0.02 0.00 0.00 0.126
```
Forces are in eV/Å.

Results
Energy (Eh): -2950.005024
ΔE to the lowest compared entry with this formula, charge and spin (kJ/mol): 75.1
Total charge: +1
HOMO-LUMO gap (eV): 7.62
LUMO level (eV): -3.20

---

Entry 2:
Computed, not measured: a molecular structure, C37H43N6ORbS4, with the ωB97M-V functional and the def2-TZVPD basis.

```
92
Properties=species:S:1:pos:R:3:forces:R:3:lowdin_charge:R:1
Rb 0.932515 0.705010 3.134654 -0.81 1.19 0.32 0.698
S -1.427484 -0.869911 5.730349 0.32 0.56 0.34 0.454
S 1.870966 -2.114968 1.928048 1.03 -1.72 -1.09 0.733
S 0.579487 -2.304395 -1.390533 -0.09 0.08 0.00 0.710
S -1.718487 4.257393 3.703005 0.54 -0.18 0.49 0.442
O 1.991681 -1.619289 3.302020 0.35 -0.04 1.44 -0.717
N -2.257828 -0.335368 2.686382 0.18 0.16 -0.19 -0.149
N 3.371767 0.820195 -0.076192 -0.31 0.15 0.22 0.004
N 2.730740 2.888398 2.036163 -0.14 -0.53 -0.07 -0.016
N -2.179142 2.385507 1.327426 -0.14 -0.02 -0.35 -0.170
N -0.732649 -0.147791 -2.100856 0.17 -0.53 -0.45 0.096
N -1.147067 -1.978044 -3.448628 -0.12 1.13 0.07 0.054
C -4.632407 5.021191 0.328942 -0.16 -0.04 -0.31 -0.150
C -1.869341 -3.484138 -5.167116 0.20 0.34 0.39 -0.040
C -1.895235 -1.651226 3.066778 -0.01 -0.20 0.12 -0.267
C -1.583739 -1.984059 4.419464 -0.06 0.26 0.40 -0.702
C -2.439828 -0.132578 1.258992 0.06 0.17 0.00 -0.199
C -1.249829 -5.671215 -3.594494 -0.21 -0.28 -0.46 -0.086
C 2.725385 1.353936 -2.971114 -0.04 0.00 0.03 -0.042
C -1.775738 -5.865235 -4.866853 0.06 0.04 0.11 -0.110
C 3.514058 3.023482 0.917756 0.06 0.61 0.35 -0.372
C -1.794405 -2.673938 2.125344 -0.07 -0.08 -0.39 -0.068
C -3.712534 5.579774 2.461326 -0.18 0.12 -0.11 -0.168
C -1.349443 -3.324782 4.738673 0.07 -0.38 -0.19 -0.175
C -3.806686 3.905984 0.294115 -0.09 -0.09 -0.23 -0.073
C 3.585200 -2.063186 1.295465 -0.59 0.15 0.02 -0.250
C -1.328335 -3.282340 -3.885775 -0.03 -0.98 -0.34 -0.239
C 3.812163 -0.014268 -1.174639 0.10 -0.10 0.08 -0.240
C 3.476756 5.031126 1.903493 0.07 0.38 0.13 -0.143
C 1.830700 -3.950751 2.051869 -0.19 0.66 -0.15 -0.223
C 2.716530 4.087281 2.610290 -0.09 0.06 0.21 -0.228
C 3.813192 2.030772 -0.034413 0.18 -0.39 -0.50 -0.155
C -2.942020 3.597802 1.331250 -0.14 0.19 0.23 -0.301
C -2.920096 1.256536 0.811235 0.04 -0.20 0.22 -0.206
C 3.674861 1.565500 -5.162791 0.05 0.06 -0.18 -0.117
C 4.780792 0.844896 -4.745490 0.08 0.00 -0.21 -0.108
C 2.650070 1.827495 -4.265822 -0.10 0.04 -0.08 -0.091
C -3.311760 0.279832 3.477923 -0.20 0.09 0.15 -0.098
C 3.813395 0.598490 -2.550438 0.11 -0.07 -0.04 -0.222
C -1.283316 -4.321462 3.788766 -0.08 -0.20 -0.13 -0.160
C -2.833990 4.481957 2.430680 0.16 -0.03 0.22 -0.740
C -1.031073 -4.404224 -3.103752 -0.02 0.49 0.08 -0.054
C 4.849461 0.365610 -3.448062 -0.07 -0.01 0.11 -0.050
C -4.596328 5.845952 1.441792 -0.11 0.10 -0.05 -0.149
C -0.883227 2.567972 0.709740 -0.07 0.08 0.15 -0.098
C -1.486269 -3.985507 2.462797 0.01 -0.12 -0.18 -0.165
C 3.989704 4.351578 0.818962 0.16 -0.23 -0.30 -0.111
C -2.086855 -4.758972 -5.645475 -0.04 -0.31 -0.03 -0.111
C -0.476349 -1.473297 -2.367101 0.26 0.32 0.35 -0.824
H 3.790035 -1.018007 1.088231 0.03 0.11 -0.03 0.010
H -3.268506 1.361404 3.364120 0.01 0.04 0.01 0.074
H -2.903721 1.218142 -0.297832 -0.11 -0.02 0.02 0.104
H -1.965504 -2.473089 1.077541 -0.01 0.06 -0.02 0.077
H 5.593784 0.651337 -5.436870 -0.02 0.01 0.02 0.093
H 2.803852 -4.338320 2.332055 0.19 0.09 0.11 0.045
H 4.497413 2.391186 -0.827550 -0.14 -0.04 0.10 0.125
H -2.501506 -4.901123 -6.636595 0.00 0.07 0.02 0.097
H -1.612087 -1.281838 -4.020435 0.00 -0.19 0.18 0.142
H -0.966363 0.479676 -2.857783 -0.14 -0.05 0.10 0.102
H -3.856868 3.252467 -0.570118 0.00 -0.07 -0.02 0.093
H -5.301063 5.232337 -0.496083 -0.05 -0.02 -0.05 0.071
H -1.406294 -4.722579 1.673767 -0.02 -0.09 -0.04 0.086
H -1.057040 -5.343873 4.075195 -0.03 -0.02 0.02 0.088
H -0.970940 2.866075 -0.353577 0.04 -0.12 -0.04 0.088
H 1.787489 2.400691 -4.580285 -0.02 0.06 -0.01 0.096
H 2.154135 4.270703 3.513469 -0.13 -0.04 0.08 0.087
H -0.308456 1.643289 0.779297 0.11 -0.05 -0.14 0.034
H -0.338607 3.349097 1.238119 0.07 0.01 0.05 0.067
H -1.179011 -3.560449 5.779674 0.06 0.08 0.05 0.073
H 3.617590 1.932248 -6.179976 0.00 0.02 -0.02 0.090
H 1.537009 -4.326134 1.077706 -0.10 -0.16 -0.17 0.037
H 4.247596 -2.435622 2.069143 -0.06 -0.15 0.23 0.056
H 3.620482 6.070594 2.154094 -0.04 0.05 0.03 0.068
H 4.615678 4.743430 0.032800 0.09 0.02 -0.11 0.077
H 4.816405 -0.420566 -0.971987 -0.07 -0.07 -0.07 0.113
H -1.013118 -6.524515 -2.974812 0.01 -0.03 0.06 0.103
H 5.718879 -0.197838 -3.131514 0.00 -0.04 0.06 0.104
H -1.945281 -6.863583 -5.242963 -0.01 -0.06 -0.03 0.091
H -4.308950 -0.085188 3.182523 -0.03 -0.07 -0.13 0.090
H -3.207397 -0.824218 0.855730 0.16 -0.01 -0.05 0.121
H 1.948893 1.574744 -2.254268 -0.12 0.04 0.07 0.108
H -1.491785 -0.361131 0.760816 -0.02 -0.16 -0.09 0.093
H -3.686132 6.217376 3.332630 0.09 0.04 0.09 0.073
H -5.269674 6.694001 1.511064 0.02 0.05 0.00 0.081
H 3.660975 -2.663984 0.396901 0.02 -0.08 -0.24 0.049
H -0.148526 0.254498 -1.380050 -0.03 -0.04 -0.04 0.069
H -3.148456 0.044911 4.527312 -0.05 0.09 -0.09 -0.016
H 3.117869 -0.865007 -1.213185 0.21 0.00 -0.04 0.063
H -2.118384 -2.631615 -5.788413 0.02 0.07 0.02 0.104
H 1.076242 -4.196999 2.792464 -0.08 0.05 -0.01 0.026
H -3.959850 1.385956 1.122151 0.09 -0.03 -0.09 0.119
H -0.628773 -4.261209 -2.116663 -0.01 -0.04 0.02 0.025
```
Forces are in eV/Å.

Results
Energy (Eh): -3456.351458
ΔE to the lowest compared entry with this formula, charge and spin (kJ/mol): 265.8
Total charge: -2
HOMO-LUMO gap (eV): 4.27
LUMO level (eV): 3.22

---

Entry 3:
Computed, not measured: a molecular structure, C18H19N3O2S3Zn, with the ωB97M-V functional and the def2-TZVPD basis.

```
46
Properties=species:S:1:pos:R:3:forces:R:3:lowdin_charge:R:1
Zn 0.386747 -0.202854 -0.561632 0.23 0.11 -0.36 0.435
S 2.205313 -1.775271 -1.113465 -0.01 0.07 0.27 0.922
S -0.865039 -1.107549 -2.527587 -0.16 0.14 0.18 0.934
S 1.516395 1.294062 -2.322407 -0.10 0.13 0.11 0.917
O -1.695893 3.548236 5.070697 -0.51 -0.13 0.00 0.097
O -2.262262 1.821043 6.222181 -0.32 0.02 -0.40 0.129
N 0.068877 1.434429 0.711535 0.00 -0.05 0.11 0.032
N -1.903892 2.358375 5.201691 1.12 0.05 0.50 -0.318
N -0.569593 -1.155235 1.001861 -0.06 -0.19 0.01 0.030
C -1.511378 1.471398 4.063374 -0.26 0.30 -0.05 -0.033
C 0.173768 3.675370 1.498151 0.03 0.05 -0.05 0.012
C 0.285200 -2.384602 -3.137997 -0.05 -0.06 0.02 -0.450
C -0.452686 3.329973 2.666287 0.01 0.09 0.04 0.065
C -1.523769 -0.761643 3.162604 -0.11 -0.12 0.26 -0.101
C -1.828918 0.177232 4.198313 -0.08 -0.24 0.00 0.094
C -0.889584 -0.316925 2.012617 0.11 0.02 -0.22 -0.132
C 3.233392 -0.878478 -2.297758 0.00 -0.03 -0.08 -0.462
C -1.520062 -2.971196 2.228610 -0.02 -0.10 -0.02 0.007
C -1.841354 -2.128105 3.260271 -0.06 0.02 0.13 0.060
C -0.880694 -2.438951 1.111399 0.04 0.09 -0.03 -0.074
C 2.558486 0.129366 -3.227160 0.02 0.00 0.04 -0.452
C -0.689834 0.205642 -3.775890 -0.04 -0.02 -0.02 -0.458
C -0.548984 1.077874 1.869821 0.09 -0.07 -0.25 -0.123
C -0.845276 1.990247 2.885723 -0.05 0.19 0.12 -0.030
C 0.419324 2.699823 0.537320 -0.02 -0.09 0.02 -0.095
C 1.254037 -2.943521 -2.106180 0.00 -0.03 -0.03 -0.473
C 0.038064 1.478374 -3.348086 0.06 0.00 0.01 -0.465
H -2.324025 -0.153488 5.099903 -0.03 -0.01 0.04 0.146
H 3.332889 0.707000 -3.726919 0.06 -0.01 -0.06 0.100
H -0.614888 -3.079175 0.278994 -0.03 0.02 0.03 0.107
H 0.924118 2.954781 -0.384961 -0.01 -0.03 0.00 0.078
H 0.807303 -1.972264 -3.993809 0.05 -0.02 -0.05 0.070
H 1.962608 -3.607850 -2.601310 0.00 -0.04 -0.02 0.105
H -0.228481 -0.254202 -4.646765 0.03 0.00 -0.03 0.086
H 3.971297 -0.383779 -1.666831 0.04 0.04 0.00 0.092
H 0.296382 2.054380 -4.235265 -0.01 0.02 -0.04 0.101
H -1.750059 -4.027191 2.265593 0.01 0.04 0.00 0.131
H -0.335407 -3.200155 -3.504585 0.00 -0.05 -0.02 0.098
H 3.770028 -1.624688 -2.884704 0.03 0.02 -0.01 0.105
H -1.703238 0.473846 -4.071620 -0.01 0.00 -0.02 0.095
H 0.482973 4.696113 1.317197 -0.01 -0.05 0.01 0.133
H 1.960498 -0.347031 -3.995885 0.01 -0.05 -0.03 0.066
H -0.646122 4.075057 3.419016 0.02 -0.02 -0.05 0.119
H -0.611331 2.108561 -2.739262 -0.03 0.02 0.01 0.086
H 0.733096 -3.546305 -1.361736 0.00 -0.05 -0.04 0.068
H -2.338025 -2.500725 4.148659 0.02 0.01 -0.03 0.145
```
Forces are in eV/Å.

Results
Energy (Eh): -3985.421842
Total charge: +2
HOMO-LUMO gap (eV): 8.80
LUMO level (eV): -6.64

---

Entry 4:
Computed, not measured: a molecular structure, CHBr2IO2S, with the ωB97M-V functional and the def2-TZVPD basis.

```
8
Properties=species:S:1:pos:R:3:forces:R:3:lowdin_charge:R:1
I 0.908867 0.634303 -1.068637 -1.76 -0.56 -0.38 0.682
Br -1.345672 -2.410810 -0.415828 0.03 0.44 0.31 0.518
Br 0.899772 -4.242618 0.537107 0.56 -2.16 1.07 0.650
S 1.604777 -2.175795 -0.713537 -2.05 -0.30 -1.24 0.243
O 1.260390 -2.676088 -2.003629 1.02 0.72 -0.12 -0.379
O 2.868303 -1.790605 -0.269388 1.81 -0.03 0.29 -0.330
C 0.407096 -2.377759 0.560280 -1.06 0.97 -0.19 -1.153
H -0.593160 -0.221165 -1.293297 1.46 0.92 0.27 -0.229
```
Forces are in eV/Å.

Results
Energy (Eh): -6032.921623
ΔE to the lowest compared entry with this formula, charge and spin (kJ/mol): 330.7
Total charge: 0
HOMO-LUMO gap (eV): 7.81
LUMO level (eV): -1.47